CH4NOS2 | ωB97M-V/def2-TZVPD

Calculated values
E_HOMO	-0.5010	Eh
total charge	+1
E	-966.57693	a.u.
F_max	1.56	eV Å⁻¹
lowest unoccupied orbital energy	-5.498	eV

```
9
CH4NOS2 | the Open Molecules 2025 dataset | ωB97M-V/def2-TZVPD
S -3.12 -0.19 0.05
S -1.47 1.19 0.04
O -0.77 -1.54 -0.06
N 1.38 0.21 -0.01
C -1.46 -0.56 -0.09
H 0.78 1.00 -0.18
H 2.32 0.27 -0.38
H 0.82 -0.58 -0.42
H 1.51 0.21 1.04
```

---

C3H4NS | ωB97M-V/def2-TZVPD

Calculated values
E_HOMO (alpha / beta)	-0.4857 / -0.4858	Eh
total charge	+1
E	-569.20065	a.u.
F_max	6.58	eV Å⁻¹
lowest unoccupied orbital energy (alpha / beta)	-5.826 / -5.825	eV

```
9
C3H4NS | the Open Molecules 2025 dataset | ωB97M-V/def2-TZVPD
S -3.11 0.01 -0.07
N 1.07 -0.17 -0.25
C -1.71 -0.03 0.49
C 0.23 0.77 -0.19
C 1.68 -1.14 -0.27
H -0.36 1.09 -1.09
H 2.65 -1.55 -0.34
H -1.01 -0.52 1.19
H 0.56 1.55 0.52
```

---

C36H51BrN4OS4SiSn | ωB97M-V/def2-TZVPD

Calculated values
E_HOMO	-0.0130	Eh
total charge	-2
E	-6367.14143	a.u.
F_max	3.62	eV Å⁻¹
lowest unoccupied orbital energy	3.729	eV

```
99
C36H51BrN4OS4SiSn | the Open Molecules 2025 dataset | ωB97M-V/def2-TZVPD
Sn -0.23 -1.10 -0.36
Br -0.43 -0.71 3.36
S -3.06 1.07 -3.82
S -2.42 -0.13 0.34
S -4.70 0.49 -1.42
S -0.55 0.45 -2.31
Si -0.65 -3.61 -1.37
O -5.84 1.08 -3.68
N -0.56 3.78 1.52
N 3.01 4.68 -2.28
N 1.98 4.19 0.47
N -1.44 1.23 4.96
C 0.78 6.06 4.07
C -2.11 1.81 5.97
C -0.41 -4.66 0.33
C -2.68 -0.31 6.90
C 1.67 4.17 -2.68
C 2.11 -2.89 -2.22
C -1.50 -4.24 1.38
C -3.36 -4.62 -1.20
C 2.49 5.46 2.52
C 0.88 -3.82 -2.49
C -2.94 -2.85 -2.95
C 5.05 3.58 -1.63
C 5.10 2.24 0.45
C -0.12 5.34 3.28
C 2.12 6.11 3.66
C -2.30 -4.12 -2.23
C 3.52 5.75 -3.15
C 1.00 -4.50 1.04
C -1.43 -0.08 4.89
C -1.72 3.17 2.21
C 0.51 -3.21 -3.88
C 0.26 4.70 2.08
C -0.71 3.76 0.04
C -2.97 0.33 -1.21
C 3.72 3.97 -1.33
C 1.65 4.83 1.63
C -2.24 -5.33 -3.23
C -4.77 1.02 -3.14
C -2.26 0.55 -2.35
C 3.16 3.68 0.03
C 5.68 2.65 -0.80
C -0.53 -6.16 -0.05
C -2.04 -0.94 5.89
C 1.34 -5.25 -2.66
C -2.81 1.05 6.87
C 3.96 2.89 0.88
H -0.23 -3.75 -4.48
H -1.15 4.67 -0.37
H 4.39 6.31 -2.70
H -3.24 -5.43 -3.64
H 2.87 -3.09 -2.95
H -2.23 -2.30 -3.51
H 2.55 -3.07 -1.29
H -2.02 -6.21 -2.69
H -1.30 -3.15 1.62
H -3.83 -3.21 -3.58
H -1.22 -6.48 -0.77
H 0.21 -2.15 -3.83
H -1.95 -2.03 5.76
H 0.98 -3.60 1.68
H 5.67 1.55 1.03
H 6.55 2.07 -1.07
H -1.45 2.73 3.18
H 0.48 6.59 5.00
H -3.10 -5.56 -0.69
H 3.62 2.87 1.90
H -2.07 2.33 1.58
H -0.72 -6.71 0.90
H 3.55 5.39 2.21
H 0.42 -6.50 -0.41
H -1.14 5.20 3.55
H 1.88 -4.27 0.39
H 1.90 -5.59 -1.76
H -2.07 2.88 6.00
H 0.30 3.57 -0.36
H 5.59 3.94 -2.55
H -3.10 -0.94 7.66
H 2.65 6.36 -3.27
H 1.48 3.21 -2.23
H -1.35 2.94 -0.28
H 2.10 -5.34 -3.44
H 2.83 6.74 4.23
H -3.61 -3.90 -0.37
H 1.81 -1.82 -2.28
H 0.54 -5.96 -2.83
H -2.55 3.95 2.29
H 3.86 5.39 -4.12
H -3.26 1.55 7.77
H -4.27 -4.80 -1.82
H -3.35 -2.13 -2.18
H 1.40 -3.19 -4.54
H 1.20 -5.35 1.68
H -1.51 -5.15 -4.03
H -2.53 -4.30 1.13
H 1.67 4.00 -3.73
H -1.30 -4.77 2.33
H 0.88 4.98 -2.46
```

---

C33H38BrLaN6O6P2S2 | ωB97M-V/def2-TZVPD

Calculated values
E_HOMO	-0.2825	Eh
total charge	0
E	-6145.09374	a.u.
F_max	3.54	eV Å⁻¹
lowest unoccupied orbital energy	-0.429	eV

```
89
C33H38BrLaN6O6P2S2 | the Open Molecules 2025 dataset | ωB97M-V/def2-TZVPD
La 0.35 2.01 0.32
Br -4.78 6.47 4.83
S -0.29 2.74 -2.70
S 1.79 -6.52 1.86
P 0.26 -0.92 1.91
P -2.43 -0.03 0.48
O -0.56 4.25 0.40
O 2.80 -5.53 2.41
O 2.24 -7.89 1.86
O 2.47 3.14 -0.78
O 0.45 -6.23 2.38
O -0.86 3.20 2.29
N 0.86 -0.27 -1.30
N 1.68 -4.77 -0.17
N 3.62 5.06 -0.28
N 0.58 0.80 -4.41
N 1.79 -7.05 -0.87
N 2.17 1.61 -3.13
C 2.38 -2.08 -1.04
C 0.34 -2.40 -2.25
C -3.53 0.03 1.96
C 1.82 -6.63 -2.11
C -1.99 -1.80 0.44
C 1.74 -6.06 0.12
C -3.01 5.14 2.92
C 1.76 -5.30 -2.49
C -2.19 5.16 1.76
C -2.54 -4.05 -0.02
C 1.50 -2.94 -1.66
C 1.77 0.15 -4.72
C -0.14 -0.89 3.71
C 3.08 3.48 1.49
C -1.46 -4.48 0.73
C 2.60 2.04 1.63
C 0.83 1.63 -3.39
C -2.84 -2.73 -0.13
C 0.05 -1.08 -1.97
C 1.90 -1.77 2.09
C -3.68 7.40 2.39
C 2.75 0.59 -3.90
C -3.72 6.27 3.21
C -3.74 0.11 -0.76
C -0.71 0.45 -5.04
C -2.24 6.27 0.91
C -0.87 -2.20 1.19
C 2.08 -0.76 -0.93
C -0.65 -3.54 1.39
C -2.97 7.39 1.21
C 3.08 3.85 0.04
C -1.15 4.14 1.50
C 1.66 -4.40 -1.47
H 3.34 -2.45 -0.72
H 0.63 -0.44 4.33
H -1.30 -5.52 0.87
H 1.81 -2.59 2.80
H -3.32 0.09 -1.80
H -3.03 4.27 3.57
H 2.54 -1.00 2.48
H 1.93 -7.39 -2.89
H 2.55 2.17 -2.41
H 1.88 -5.05 -3.53
H -3.70 -2.58 -0.75
H -0.68 0.91 -6.02
H -4.08 0.97 2.03
H -2.99 -0.02 2.93
H -4.54 -0.59 -0.78
H 2.77 -0.11 -0.45
H -0.40 -3.02 -2.69
H -1.53 0.91 -4.45
H -0.82 -0.62 -2.39
H 2.41 4.17 2.05
H -4.22 -0.86 1.87
H 3.79 0.29 -3.86
H -2.98 8.22 0.48
H -3.23 -4.83 -0.43
H 3.41 1.25 1.56
H 3.51 5.46 -1.19
H -0.76 -0.65 -5.22
H -1.60 6.26 0.05
H 2.24 1.97 2.67
H 4.08 3.76 1.84
H -1.08 -0.34 3.94
H 1.74 -0.64 -5.46
H 4.06 5.59 0.46
H 2.15 -2.22 1.15
H -4.34 8.27 2.71
H -0.29 -1.94 4.02
H -4.26 1.08 -0.64
H 0.24 -3.83 1.99
```